The following is a DFT calculation (ωB97M-V with the def2-TZVPD basis set) of C27H26BrF4FeN5O3S as an isolated structure.

Cartesian coordinates (Å):
Fe1 0.205 -0.318 -0.022
C1 -2.748 2.922 0.956
C2 -1.399 3.507 1.360
N1 -0.465 2.509 1.834
C3 0.882 3.012 1.999
C4 1.535 3.438 0.691
C5 -0.921 1.743 2.981
C6 -0.537 0.266 2.868
N2 -1.087 -0.367 1.680
C7 -2.363 -0.740 1.687
C8 -2.915 -1.350 0.512
F1 -2.105 -1.532 -0.544
C9 -4.211 -1.766 0.400
F2 -4.613 -2.332 -0.764
C10 -5.139 -1.637 1.428
C11 -4.648 -1.056 2.576
F3 -5.487 -0.889 3.633
C12 -3.345 -0.627 2.719
F4 -3.052 -0.060 3.929
H1 -3.296 3.643 0.342
H2 -3.377 2.675 1.812
H3 -2.577 2.019 0.369
H4 -1.541 4.319 2.107
H5 -0.959 3.973 0.477
H6 1.482 2.210 2.429
H7 0.903 3.855 2.725
H8 1.366 2.673 -0.068
H9 2.614 3.539 0.830
H10 1.152 4.392 0.321
H11 -2.004 1.814 3.047
H12 -0.525 2.163 3.926
H13 -0.806 -0.257 3.790
H14 0.550 0.204 2.794
H15 -6.157 -1.982 1.338
N3 4.634 -0.939 -0.136
C13 3.338 -0.443 -0.280
S1 2.440 -0.167 1.175
N4 2.977 -0.197 -1.501
N5 1.693 0.304 -1.613
C14 1.460 0.902 -2.716
C15 0.206 1.534 -3.080
C16 0.144 2.166 -4.326
C17 -0.985 2.823 -4.775
C18 -2.106 2.847 -3.938
C19 -2.083 2.236 -2.706
C20 -0.932 1.554 -2.214
O1 -0.967 1.013 -1.052
H16 4.722 -1.514 0.688
H17 4.952 -1.398 -0.979
H18 2.274 0.965 -3.444
H19 1.031 2.131 -4.953
H20 -1.001 3.303 -5.745
H21 -3.011 3.351 -4.263
H22 -2.953 2.246 -2.061
Br1 5.028 -3.883 -3.272
C21 3.981 -4.395 -1.756
C22 4.422 -5.455 -0.981
C23 3.666 -5.823 0.125
C24 2.494 -5.145 0.428
C25 2.075 -4.077 -0.355
C26 2.832 -3.688 -1.455
C27 0.802 -3.310 0.023
O2 0.057 -3.821 0.854
O3 0.667 -2.223 -0.621
H23 5.335 -5.977 -1.235
H24 4.001 -6.643 0.749
H25 1.876 -5.420 1.272
H26 2.523 -2.819 -2.021

Output
2S+1	5
max |F|	0.249	eV/A
E_LUMO (spin up / spin down)	4.03 / 4.03	eV
charge	-2
ΔE to the lowest compared entry with this formula, charge and spin	0.0	kJ/mol

Here are the Mulliken charges for atoms 1 to 5, given in e: 1.07 -0.86 -0.85 1.55 -0.91